Here is the molecule C3H7PS from the Open Molecules 2025 dataset. Energies are from wB97M-V/def2-TZVPD.

Calculated values
E_tot   -857.899029 Ha
2S+1   1
Highest occupied orbital energy   -7.1 eV
HOMO-LUMO gap   6.94 eV
LUMO energy   -0.007 Ha

Positions of all 12 atoms, in Å:
C 0.82158 -0.92915 -0.32005
C 1.05130 -2.20476 0.05791
C -0.65707 1.45719 -0.29274
P -3.05222 -0.16686 0.11588
S -0.90738 -0.31758 -0.80489
H -2.33862 0.41259 1.22711
H 2.09098 -2.47732 0.27359
H 0.39183 -3.05627 0.05926
H -1.49776 2.00895 -0.58204
H 0.35244 1.71086 -0.66865
H -0.47629 1.45613 0.80098
H 1.65922 -0.33511 -0.63004

Atoms 1-2, force components in eV/Å:
C -1.96 -2.40 0.36
C 0.86 1.25 -0.57